[1]
14
Properties=species:S:1:pos:R:3 method="wB97M-V/def2-TZVPD" total_energy_ha=-593.3900 e_above_lowest_kcal_mol=61.6 homo_lumo_gap_ha=0.3125 e_lumo_ev=-0.02 e_homo_ev=-8.5 charge=0
C 0.637 1.152 -0.995
C -1.027 0.585 0.810
C 0.166 -0.026 1.479
C 0.057 0.063 -0.149
C -0.013 -1.472 -0.958
S 1.030 2.595 -0.399
H 0.952 1.064 -2.064
H -1.946 0.109 1.164
H -1.206 1.656 0.932
H 0.943 0.632 1.794
H 0.229 -1.132 1.595
H 0.031 -1.296 -1.954
H -0.803 -2.009 -0.483
H 0.952 -1.919 -0.772

[2]
16
Properties=species:S:1:pos:R:3 method="wB97M-V/def2-TZVPD" total_energy_ha=-304.9595 e_above_lowest_kcal_mol=169.8 homo_lumo_gap_ha=0.2640 e_lumo_ev=-6.77 e_homo_ev=-13.9 charge=+1
C 1.087 -1.419 -0.374
C 1.818 -0.180 0.036
C 1.192 0.833 0.828
C -0.131 1.180 0.636
N -0.774 1.131 -0.612
C -2.103 0.514 -0.512
N -2.285 -0.731 -0.119
H 1.349 -2.341 0.181
H 0.055 -1.244 -0.163
H 1.145 -1.625 -1.456
H 1.558 0.918 1.846
H 2.913 -0.230 0.068
H -0.701 1.683 1.425
H -0.267 0.693 -1.372
H -2.866 0.936 -1.207
H -1.989 -0.118 0.796

[3]
70
Properties=species:S:1:pos:R:3 method="wB97M-V/def2-TZVPD" total_energy_ha=-2690.4539 e_above_lowest_kcal_mol=183.7 homo_lumo_gap_ha=0.1382 e_lumo_ev=-10.20 e_homo_ev=-14.0 charge=+3
Bi 0.000 0.000 0.000
P -1.194 -1.552 1.184
P -0.076 -0.745 -2.180
P -1.820 1.377 -0.392
H 2.118 1.898 0.256
C 1.036 1.878 0.399
C 0.509 1.320 1.637
H 1.207 0.929 2.372
C -0.352 -2.874 2.177
C -2.491 -2.641 0.420
C -2.195 -0.840 2.574
C 0.730 0.261 -3.524
C 0.644 -2.397 -2.641
C -1.700 -1.032 -3.042
C -2.228 2.680 0.858
C -3.540 0.729 -0.625
C -1.709 2.484 -1.871
H 0.587 2.792 0.006
H -0.323 1.821 2.124
H 0.431 -2.425 2.795
H 0.107 -3.606 1.508
H -1.067 -3.391 2.828
H -2.013 -3.297 -0.314
H -3.231 -2.030 -0.103
H -3.004 -3.259 1.169
H -1.518 -0.304 3.245
H -2.730 -1.615 3.136
H -2.920 -0.119 2.188
H 0.625 -0.207 -4.512
H 1.791 0.386 -3.297
H 0.281 1.256 -3.547
H 0.491 -2.605 -3.706
H 0.152 -3.178 -2.052
H 1.715 -2.434 -2.431
H -1.537 -1.427 -4.051
H -2.270 -0.104 -3.125
H -2.293 -1.750 -2.469
H -3.074 3.277 0.500
H -1.370 3.337 1.017
H -2.493 2.219 1.813
H -4.223 1.541 -0.897
H -3.889 0.278 0.308
H -3.566 -0.035 -1.402
H -2.542 3.196 -1.898
H -1.720 1.896 -2.791
H -0.763 3.030 -1.826
C -0.383 4.740 -5.991
C 0.467 5.573 -6.724
C 0.977 6.730 -6.135
C 0.646 7.061 -4.821
C -0.204 6.221 -4.098
C -0.721 5.063 -4.674
O -0.917 3.586 -6.515
H -0.603 3.486 -7.428
H 0.728 5.317 -7.750
H 1.637 7.373 -6.710
H 1.045 7.962 -4.366
H -0.469 6.468 -3.074
H -1.382 4.403 -4.121
Cl 3.050 -5.052 0.068
C 3.074 -3.333 0.419
C 4.212 -2.742 0.948
C 4.200 -1.382 1.224
C 3.049 -0.634 0.962
N 1.918 -1.209 0.433
C 1.945 -2.548 0.172
H 5.098 -3.331 1.151
H 5.077 -0.906 1.645
H 3.106 0.400 1.215
H 1.084 -3.029 -0.222

[4]
50
Properties=species:S:1:pos:R:3 method="wB97M-V/def2-TZVPD" total_energy_ha=-1617.9226 homo_lumo_gap_ha=0.1829 e_lumo_ev=-6.40 e_homo_ev=-11.4 charge=+1
C 2.991 0.934 2.760
Si 2.002 -0.352 3.724
C 0.210 0.242 3.794
H -0.497 0.713 -0.487
C 2.166 -2.088 3.047
Si 1.523 -2.448 1.273
C 1.888 -4.284 1.184
C -0.308 -2.157 0.951
C 2.389 -1.525 -0.109
H 3.824 1.248 3.410
H 3.403 0.572 1.809
H 2.362 1.817 2.567
H -0.092 0.212 4.853
H 0.161 1.287 3.452
H -0.494 -0.364 3.210
H 3.237 -2.395 3.065
H 1.651 -2.802 3.730
H 1.602 -4.702 0.213
H 2.961 -4.460 1.338
H 1.337 -4.816 1.971
H -0.502 -2.316 -0.121
H -0.928 -2.875 1.503
H -0.651 -1.143 1.194
H 1.808 -1.645 -1.037
H 2.498 -0.449 0.071
H 3.384 -1.951 -0.289
F -4.885 2.290 0.901
C -3.790 2.788 0.225
C -3.626 4.170 0.149
C -2.460 4.618 -0.470
F -2.231 5.976 -0.529
C -1.493 3.756 -0.982
C -1.696 2.372 -0.891
C -0.581 1.431 -1.295
C -0.678 0.608 -2.555
C 0.438 0.576 -3.401
C 0.536 -0.367 -4.415
C -0.491 -1.299 -4.602
C -1.630 -1.200 -3.802
F -2.630 -2.128 -3.977
C -1.772 -0.235 -2.801
C -2.866 1.878 -0.301
H -4.347 4.862 0.575
H -0.579 4.131 -1.444
H 0.346 2.020 -1.336
H 1.245 1.295 -3.250
H 1.425 -0.384 -5.045
H -0.427 -2.059 -5.375
H -2.689 -0.151 -2.214
H -3.045 0.801 -0.242